*1*
This record from OMol25 describes 9 unconnected molecules or ions with the total composition C27H63N9O9. The level of theory is wB97M-V/def2-TZVPD.

Each line ends with the Mulliken charge.
Positions of all 108 atoms, in Å:
C (-0.8618, -0.9581, 2.1144)  -1.342
N (0.1602, -0.5881, 1.1514)  0.636
C (1.2922, 0.1439, 1.6864)  -0.581
C (0.0462, -1.1341, -0.1266)  0.205
O (0.9712, -0.9751, -0.9756)  -0.346
H (-1.4578, 0.0649, 2.5014)  0.002
H (-0.3518, -1.2711, 3.0404)  0.384
H (-1.5808, -1.5231, 1.7654)  0.717
H (1.3092, 1.0609, 1.1234)  0.026
H (2.1492, -0.4771, 1.5604)  0.123
H (1.2522, 0.1999, 2.7934)  0.340
H (-0.9968, -1.7211, -0.5546)  -0.142
C (-4.9358, -3.0201, 1.6294)  -1.017
N (-5.1158, -1.5401, 1.8734)  0.189
C (-5.1138, -1.0901, 3.2164)  -1.228
C (-5.3448, -0.7481, 0.8074)  0.102
O (-5.3758, 0.4749, 0.9754)  -0.627
H (-4.0488, -3.4861, 1.9304)  0.404
H (-4.7808, -3.3631, 0.6004)  0.308
H (-5.8378, -3.5831, 2.1304)  0.299
H (-4.9608, -1.7241, 3.9604)  0.630
H (-5.9368, -0.4491, 3.3804)  0.377
H (-4.2448, -0.5701, 3.1794)  0.256
H (-5.4288, -1.3081, -0.1586)  0.324
C (1.7662, 6.9299, -0.6826)  -1.090
N (1.8022, 6.1139, 0.4574)  0.197
C (2.0832, 6.7239, 1.6774)  -0.891
C (1.5392, 4.7869, 0.3104)  0.251
O (1.5802, 4.0169, 1.2834)  -0.659
H (1.8862, 6.3849, -1.5226)  0.403
H (2.6932, 7.7609, -0.5716)  0.323
H (0.6972, 7.4959, -0.7176)  0.271
H (1.5072, 6.2549, 2.5234)  0.292
H (1.7962, 7.8999, 1.7024)  0.334
H (3.1762, 6.8259, 2.0054)  0.279
H (1.3692, 4.2789, -0.6506)  0.318
C (-1.5218, -2.1681, -3.9796)  -0.824
N (-1.4488, -3.1781, -2.9776)  0.163
C (-2.7858, -3.9451, -2.6576)  -1.197
C (-0.3738, -3.7141, -2.5176)  0.262
O (-0.2738, -4.5371, -1.6186)  -0.647
H (-0.7348, -1.7811, -4.5476)  0.358
H (-1.9748, -1.0571, -3.5066)  0.124
H (-2.2718, -2.5471, -4.6786)  0.399
H (-2.8798, -4.2201, -1.6146)  0.318
H (-2.7988, -4.9301, -3.3056)  0.290
H (-3.6108, -3.3461, -2.6226)  0.571
H (0.5032, -3.1291, -2.8716)  0.114
C (3.4002, 1.8569, -1.4486)  -1.114
N (4.5032, 1.0479, -1.4936)  0.328
C (4.7102, 0.2989, -0.2746)  -1.361
C (5.2412, 0.8409, -2.6086)  0.163
O (6.3002, 0.1409, -2.5366)  -0.636
H (3.0742, 2.0809, -0.4526)  0.278
H (2.6122, 1.1719, -1.7646)  0.430
H (3.4542, 2.8639, -1.9156)  0.349
H (4.6582, 0.6549, 0.6114)  0.669
H (5.7542, -0.0411, -0.1996)  0.432
H (4.1742, -0.7391, -0.1696)  0.279
H (4.9322, 1.5379, -3.5206)  0.247
C (0.8572, -4.8611, 1.1434)  -0.597
N (2.2932, -4.8101, 1.4944)  0.196
C (3.0702, -3.7821, 1.0064)  -0.721
C (2.8642, -5.9351, 2.2194)  0.064
O (4.0612, -5.9781, 2.4764)  -0.568
H (0.7412, -3.9051, 0.3944)  -0.124
H (0.1792, -4.8691, 2.0634)  0.262
H (0.7022, -5.7771, 0.4974)  0.444
H (4.1582, -3.4391, 1.4054)  0.204
H (2.5902, -2.8021, 1.1614)  -0.152
H (3.2302, -3.9111, -0.0096)  0.642
H (1.9762, -6.5881, 2.4034)  0.314
C (2.8722, -0.6681, -5.1046)  -0.969
N (3.0102, -2.0331, -4.5796)  0.288
C (3.2562, -3.0581, -5.5866)  -1.092
C (3.2142, -2.2551, -3.1886)  0.158
O (3.3932, -3.2791, -2.6276)  -0.612
H (3.8952, -0.3421, -5.3446)  0.379
H (2.5452, 0.0819, -4.3616)  0.225
H (2.3462, -0.7111, -6.0756)  0.346
H (3.4092, -4.1151, -5.1566)  0.279
H (4.0332, -2.7661, -6.2426)  0.380
H (2.3742, -3.3191, -6.1346)  0.335
H (3.2652, -1.3441, -2.6656)  0.254
C (-1.5788, 2.7249, -0.3186)  -1.202
N (-2.4108, 3.4519, -1.3726)  0.162
C (-3.5218, 4.0989, -0.9026)  -1.057
C (-2.0728, 3.1729, -2.7136)  -0.161
O (-2.5608, 3.8509, -3.5926)  -0.597
H (-2.0868, 1.8659, 0.2724)  0.238
H (-1.1648, 3.4009, 0.2574)  0.636
H (-0.6138, 2.3749, -0.6846)  0.265
H (-3.8038, 5.0669, -1.3526)  0.291
H (-3.3108, 4.4519, 0.0874)  0.324
H (-4.2188, 3.3609, -0.9066)  0.461
H (-1.3598, 2.4989, -2.8186)  0.601
C (-3.2838, 0.8389, 5.9614)  -1.226
N (-2.3378, 1.5589, 5.1754)  0.256
C (-2.9398, 2.5709, 4.3124)  -1.004
C (-1.0418, 1.2809, 5.1984)  0.138
O (-0.2188, 1.7999, 4.4844)  -0.564
H (-3.6428, -0.0031, 5.5764)  0.533
H (-4.1878, 1.4519, 6.1874)  0.332
H (-2.9348, 0.4359, 6.9434)  0.433
H (-3.4998, 2.2619, 3.3724)  0.257
H (-2.2078, 3.3249, 4.0144)  0.349
H (-3.7598, 3.2069, 4.9604)  0.323
H (-0.9308, 0.3659, 5.9264)  0.214

Computed properties:
- SMILES = CN(C)C=O.CN(C)C=O.CN(C)C=O.CN(C)C=O.CN(C)C=O.CN(C)C=O.CN(C)C=O.CN(C)C=O.CN(C)C=O
- Kohn-Sham gap (eV) = 8.38
- molar mass (Da) = 657.855

*2*
This record from OMol25 describes 9 unconnected molecules or ions with the total composition C27H63N9O9. The level of theory is wB97M-V/def2-TZVPD.

Each line ends with the Mulliken charge.
Positions of all 108 atoms, in Å:
C (4.9873, 0.8005, 6.2034)  -1.010
N (3.9663, 0.3585, 5.1884)  0.108
C (3.4593, -1.0225, 5.2534)  -0.807
C (3.7453, 1.1965, 4.1074)  -0.321
O (3.0113, 0.7895, 3.2194)  -0.578
H (6.0823, 0.8105, 5.7424)  0.271
H (4.8113, 0.2565, 6.9104)  0.469
H (4.6963, 1.8325, 6.7714)  0.275
H (3.2173, -1.3255, 6.3474)  0.295
H (4.1753, -1.6495, 4.7364)  0.339
H (2.5623, -1.0735, 4.6814)  0.245
H (4.2253, 1.9905, 3.9354)  0.722
C (7.0623, -0.7725, -0.8986)  -1.031
N (5.7093, -0.4805, -1.4256)  0.137
C (5.2213, 0.7985, -1.1536)  -0.730
C (4.8423, -1.3175, -2.0416)  -0.009
O (3.7963, -0.8805, -2.5926)  -0.654
H (7.4943, 0.0905, -1.0706)  0.441
H (7.4753, -1.6195, -1.3126)  0.371
H (7.0233, -1.0155, 0.1794)  0.290
H (5.2123, 1.5505, -1.8566)  0.364
H (5.6713, 1.3175, -0.2966)  0.415
H (4.0733, 0.8495, -0.9656)  -0.047
H (5.1533, -2.3195, -2.1066)  0.481
C (0.5253, 3.8165, 2.4334)  -0.177
N (1.1013, 5.1545, 2.0924)  0.223
C (0.0903, 6.0995, 1.5114)  -0.629
C (2.3013, 5.4115, 2.3624)  0.296
O (2.7423, 6.6345, 2.1434)  -0.672
H (-0.1677, 3.4295, 1.8214)  -0.272
H (-0.1517, 3.7255, 3.3874)  0.210
H (1.4843, 3.0285, 2.3274)  0.101
H (-0.6927, 5.5495, 1.3284)  0.105
H (0.2593, 6.7275, 0.5294)  0.301
H (-0.3517, 6.9105, 2.1074)  0.328
H (3.0953, 4.7105, 2.9884)  0.178
C (0.5203, -0.3925, 1.0804)  -0.669
N (0.1143, 0.0625, -0.2026)  0.765
C (-1.2917, 0.0725, -0.5756)  -0.975
C (1.0493, 0.4365, -1.1076)  -0.188
O (0.7923, 0.7265, -2.2966)  -0.620
H (1.2713, -1.1045, 0.8884)  0.693
H (-0.2807, -0.8925, 1.7674)  -0.090
H (0.6783, 0.3925, 1.9224)  -0.123
H (-1.9867, 0.0385, 0.2014)  0.381
H (-1.7217, -0.8235, -1.1046)  0.003
H (-1.5147, 1.0435, -1.0056)  0.203
H (1.9993, 0.5495, -0.8556)  0.376
C (-4.3147, -2.0925, 0.1444)  -0.167
N (-4.4397, -2.6285, 1.4554)  0.194
C (-5.1327, -3.8885, 1.5534)  -0.961
C (-4.0757, -1.9505, 2.5194)  -0.301
O (-3.8127, -2.4775, 3.6014)  -0.651
H (-4.1137, -2.7785, -0.6396)  0.537
H (-3.8467, -1.3495, 0.3044)  -0.760
H (-5.1757, -1.5415, -0.0186)  0.602
H (-4.3707, -4.6485, 1.6154)  0.312
H (-5.6227, -4.1245, 0.4804)  0.315
H (-5.9367, -4.1725, 2.2494)  0.334
H (-3.8617, -0.9035, 2.5714)  0.647
C (-1.3337, 0.5805, -5.4136)  -0.110
N (-1.2577, 1.9925, -5.2196)  0.189
C (-1.4967, 2.4395, -3.7466)  -0.862
C (-1.0117, 2.8495, -6.2656)  0.237
O (-0.9567, 4.0705, -6.1246)  -0.576
H (-0.9257, 0.0445, -4.7176)  -0.568
H (-0.6617, 0.1865, -6.2726)  0.345
H (-2.4417, 0.1915, -5.6396)  0.207
H (-0.5577, 2.3405, -3.1176)  0.161
H (-2.3037, 2.0295, -3.1856)  0.322
H (-1.6917, 3.3895, -3.9706)  0.517
H (-0.7587, 2.3655, -7.3926)  0.211
C (-1.1607, -3.7405, 0.1654)  -0.623
N (-0.0807, -3.8855, 1.0894)  0.162
C (-0.4137, -3.8255, 2.5824)  -0.595
C (1.2163, -3.9655, 0.5874)  -0.213
O (2.1853, -3.8025, 1.4274)  -0.649
H (-1.1147, -2.6915, -0.1596)  0.167
H (-2.1077, -4.1755, 0.5064)  0.125
H (-0.8757, -4.3565, -0.6366)  0.487
H (-1.4157, -3.7235, 2.9044)  0.231
H (0.0993, -2.8405, 3.0794)  -0.006
H (-0.1487, -4.7085, 3.1834)  0.399
H (1.2633, -3.9065, -0.4076)  0.556
C (0.8153, -3.4785, -5.2996)  -0.826
N (-0.2127, -3.3755, -4.3106)  0.387
C (-0.1917, -2.3045, -3.3606)  -0.953
C (-1.1267, -4.4235, -4.0396)  -0.164
O (-2.0227, -4.3375, -3.1356)  -0.559
H (1.6823, -2.8165, -4.9636)  0.237
H (0.2293, -2.8995, -6.2656)  0.217
H (0.9983, -4.4535, -5.6726)  0.347
H (0.0073, -2.5805, -2.2996)  0.145
H (-0.9827, -1.6055, -3.4246)  0.316
H (0.6053, -1.4405, -3.3916)  0.373
H (-1.0447, -5.3625, -4.5146)  0.412
C (-5.8697, 2.9725, 0.5014)  -0.892
N (-4.4487, 2.9015, 1.0064)  0.243
C (-3.3447, 3.6005, 0.4084)  -0.442
C (-4.2957, 1.8455, 1.9534)  0.045
O (-3.1157, 1.6565, 2.4984)  -0.592
H (-6.5917, 2.2005, 0.9204)  0.260
H (-5.6897, 2.4325, -0.5006)  0.337
H (-6.3987, 3.9185, 0.3444)  0.302
H (-2.9497, 3.2955, -0.5566)  0.317
H (-2.3687, 3.5455, 0.8934)  -0.221
H (-3.3687, 4.6835, 0.5154)  0.407
H (-5.1987, 1.2525, 2.3014)  0.303

Computed properties:
- SMILES = CN(C)C=O.CN(C)C=O.CN(C)C=O.CN(C)C=O.CN(C)C=O.CN(C)C=O.CN(C)C=O.CN(C)C=O.CN(C)C=O
- Kohn-Sham gap (eV) = 9.14
- molar mass (Da) = 657.855

Which structure is the least stable? The one labeled *2*.

*1*
This record from OMol25 describes a single C2H6S3 molecule. The level of theory is wB97M-V/def2-TZVPD.

Each line ends with the natural charge from an NBO analysis.
Positions of all 11 atoms, in Å:
C (-0.9361, -0.9438, -0.2956)  -0.661
C (0.1957, 0.1113, -0.2089)  -0.390
S (1.8224, -0.3351, -1.0466)  -0.009
S (0.4701, 0.1785, 1.5414)  0.018
S (-0.0760, 1.8400, -1.0139)  -0.013
H (-1.6605, -0.7864, 0.4782)  0.229
H (-1.4570, -1.2135, -1.2489)  0.231
H (-0.3950, -1.8984, -0.0368)  0.221
H (2.2316, -0.9783, 0.0618)  0.125
H (0.1401, 1.5030, 1.6439)  0.130
H (-0.3353, 2.5228, 0.1254)  0.118

Computed properties:
- SMILES = CC(S)(S)S
- Kohn-Sham gap (eV) = 9.42
- molar mass (Da) = 126.271

*2*
This record from OMol25 describes 2 unconnected molecules or ions with the total composition C2H6S3. The level of theory is wB97M-V/def2-TZVPD.

Each line ends with the natural charge from an NBO analysis.
Positions of all 11 atoms, in Å:
C (0.1070, -1.0269, 0.4174)  -0.728
C (-0.3224, 0.2746, -0.0073)  -0.222
S (1.6970, 1.7121, -0.0800)  -0.272
S (-1.0630, 1.2052, 1.3232)  0.041
S (-1.0595, 0.3749, -1.6366)  0.083
H (-0.7524, -1.6178, 0.6166)  0.243
H (0.7203, -1.6482, -0.3194)  0.228
H (0.6383, -1.0998, 1.3553)  0.251
H (2.3506, 0.6671, -0.5611)  0.099
H (-2.2898, 1.5560, 1.1147)  0.131
H (-0.0261, -0.3972, -2.2230)  0.146

Computed properties:
- Kohn-Sham gap (eV) = 7.93
- molar mass (Da) = 126.271

Which structure is the least stable? The one labeled *2*.

*1*
This record from OMol25 describes a single C7H11NO2 molecule. The level of theory is wB97M-V/def2-TZVPD.

Each line ends with the natural charge from an NBO analysis.
Positions of all 21 atoms, in Å:
C (2.7137, 1.1293, 0.3876)  -0.373
C (1.4631, 1.0842, 0.7039)  -0.209
C (0.5401, 0.3175, -0.4429)  0.147
O (0.5930, 0.8183, -1.7323)  -0.684
C (1.2504, -1.0478, -0.3698)  0.669
O (2.3007, -1.3659, -0.9535)  -0.637
N (0.5862, -1.7788, 0.6504)  -0.648
C (-0.5818, -0.9822, 1.1211)  -0.215
C (-0.8928, 0.0367, -0.0665)  -0.238
C (-1.4960, -0.6953, -1.2472)  -0.622
H (3.4713, 1.6506, 0.8991)  0.198
H (3.1375, 0.4614, -0.3312)  0.225
H (1.0312, 1.3119, 1.6310)  0.205
H (1.4780, 0.8206, -1.9505)  0.478
H (0.9801, -2.5388, 1.1008)  0.405
H (-0.1213, -0.2639, 1.8717)  0.187
H (-1.3238, -1.7434, 1.5334)  0.225
H (-1.3688, 0.9400, 0.1923)  0.225
H (-2.5229, -1.0205, -1.1987)  0.213
H (-0.9744, -1.6159, -1.3824)  0.213
H (-1.5187, -0.2007, -2.1864)  0.235

Computed properties:
- SMILES = C=C[C@@]1(O)C(=O)NC[C@@H]1C
- Kohn-Sham gap (eV) = 10.23
- molar mass (Da) = 141.170

*2*
This record from OMol25 describes a single C7H11NO2 molecule. The level of theory is wB97M-V/def2-TZVPD.

Each line ends with the natural charge from an NBO analysis.
Positions of all 21 atoms, in Å:
C (-0.1630, 2.1463, 0.5011)  0.402
C (0.5667, 1.0332, -1.4913)  0.898
C (-0.2462, 2.9009, 1.5638)  -0.598
C (-0.1201, -0.5883, 0.2099)  0.293
C (0.9725, -0.7811, 1.3448)  -0.676
C (-1.4566, -1.2985, 0.4663)  -0.717
C (0.2524, -1.4070, -1.9269)  -0.421
N (0.3672, -0.2553, -1.0554)  -0.533
O (0.9103, 1.3083, -2.6137)  -0.585
O (0.1005, 2.1576, -0.7787)  -0.496
H (-0.1658, 3.8817, 1.5357)  0.202
H (-0.5218, 2.4578, 2.4761)  0.219
H (0.8851, -1.7686, 1.6138)  0.196
H (0.8621, -0.0386, 2.2503)  0.228
H (1.9466, -0.5875, 0.9017)  0.218
H (-1.7819, -0.9511, 1.5457)  0.248
H (-1.1707, -2.3520, 0.4675)  0.214
H (-2.1212, -0.8318, -0.3627)  0.240
H (-0.3595, -2.1671, -1.4479)  0.217
H (-0.0261, -1.1625, -2.9521)  0.231
H (1.2696, -1.6964, -2.2482)  0.217

Computed properties:
- Kohn-Sham gap (alpha / beta) (eV) = 8.83 / 8.23
- molar mass (Da) = 141.170

Which structure is the least stable? The one labeled *2*.